No. 1
{
  "formula": "C48H103N5O6",
  "method": "ωB97M-V/def2-TZVPD",
  "charge": 1,
  "e_above_lowest_kcal_mol": 0.00,
  "spin_multiplicity": 2,
  "gap_ha": [0.2542, 0.1065],
  "species": ["C", "C", "C", "O", "H", "H", "H", "H", "H", "H", "H", "H", "C", "C", "C", "C", "C", "C", "N", "O", "C", "C", "C", "H", "H", "H", "H", "H", "H", "H", "H", "H", "H", "H", "H", "H", "H", "H", "H", "H", "H", "H", "C", "C", "C", "C", "C", "C", "N", "O", "C", "C", "C", "H", "H", "H", "H", "H", "H", "H", "H", "H", "H", "H", "H", "H", "H", "H", "H", "H", "H", "H", "C", "C", "C", "C", "C", "C", "N", "O", "C", "C", "C", "H", "H", "H", "H", "H", "H", "H", "H", "H", "H", "H", "H", "H", "H", "H", "H", "H", "H", "H", "C", "C", "C", "C", "C", "C", "N", "O", "C", "C", "C", "H", "H", "H", "H", "H", "H", "H", "H", "H", "H", "H", "H", "H", "H", "H", "H", "H", "H", "H", "C", "C", "C", "C", "C", "C", "N", "O", "C", "C", "C", "H", "H", "H", "H", "H", "H", "H", "H", "H", "H", "H", "H", "H", "H", "H", "H", "H", "H", "H"],
  "coordinates": [[-0.130, 1.644, -0.559], [-1.152, 0.548, -0.722], [-1.974, 0.162, 0.552], [-2.149, 0.900, -1.653], [0.388, 1.886, -1.488], [0.711, 1.235, 0.001], [-0.485, 2.529, -0.032], [-0.563, -0.322, -1.010], [-1.298, 0.290, 1.398], [-2.298, -0.877, 0.489], [-2.922, 0.698, 0.600], [-1.777, 1.634, -2.148], [1.099, 4.110, 3.363], [0.658, 5.501, 2.869], [0.550, 6.460, 4.076], [1.881, 6.908, 4.615], [2.705, 7.595, 3.534], [2.925, 6.760, 2.265], [1.609, 6.111, 1.872], [1.771, 5.334, 0.731], [3.465, 7.661, 1.170], [4.012, 5.707, 2.583], [-0.722, 5.416, 2.133], [0.330, 3.479, 3.808], [1.892, 4.123, 4.111], [1.426, 3.529, 2.501], [-0.033, 7.345, 3.819], [-0.068, 5.986, 4.839], [2.403, 6.131, 5.174], [1.715, 7.699, 5.345], [3.658, 7.714, 4.048], [2.424, 8.626, 3.314], [4.334, 8.204, 1.542], [3.545, 7.110, 0.234], [2.756, 8.397, 0.792], [3.741, 5.034, 3.397], [4.160, 4.993, 1.772], [5.052, 5.967, 2.781], [-0.955, 6.284, 1.517], [-1.553, 5.263, 2.821], [-0.656, 4.501, 1.545], [1.251, 5.883, 0.140], [-5.032, -5.145, 4.467], [-3.989, -4.631, 5.543], [-2.862, -5.726, 5.682], [-1.610, -5.179, 6.230], [-1.032, -4.124, 5.329], [-1.962, -2.927, 5.161], [-3.346, -3.413, 4.882], [-4.209, -2.394, 4.687], [-1.858, -2.031, 6.402], [-1.361, -2.147, 3.985], [-4.572, -4.381, 6.914], [-4.647, -4.968, 3.463], [-6.015, -4.687, 4.575], [-5.180, -6.221, 4.560], [-3.348, -6.533, 6.230], [-2.607, -6.147, 4.710], [-0.803, -5.904, 6.338], [-1.853, -4.716, 7.186], [-0.742, -4.716, 4.460], [-0.098, -3.690, 5.685], [-2.620, -1.272, 6.229], [-2.134, -2.614, 7.280], [-0.887, -1.535, 6.426], [-1.531, -2.820, 3.145], [-1.820, -1.176, 3.797], [-0.286, -2.069, 4.143], [-5.080, -5.296, 7.216], [-5.338, -3.612, 7.015], [-3.829, -4.033, 7.632], [-4.086, -1.996, 5.552], [1.925, -4.657, -2.475], [2.071, -3.607, -3.624], [0.879, -2.636, -3.412], [0.934, -1.285, -4.144], [2.229, -0.582, -3.703], [3.510, -1.520, -3.814], [3.278, -2.848, -3.223], [4.404, -3.665, -3.278], [4.054, -1.488, -5.302], [4.521, -0.795, -2.933], [2.064, -4.136, -5.092], [2.830, -5.262, -2.412], [1.137, -5.401, -2.589], [1.794, -4.177, -1.506], [-0.012, -3.263, -3.447], [0.898, -2.336, -2.364], [0.143, -0.610, -3.816], [0.870, -1.345, -5.230], [2.028, -0.155, -2.720], [2.207, 0.295, -4.350], [3.276, -1.736, -6.025], [4.432, -0.506, -5.585], [4.847, -2.214, -5.481], [4.652, 0.245, -3.230], [4.397, -0.802, -1.850], [5.506, -1.192, -3.180], [2.880, -4.844, -5.239], [2.096, -3.350, -5.846], [1.184, -4.720, -5.360], [4.471, -3.985, -2.376], [-3.881, -2.328, -6.485], [-4.289, -0.846, -6.350], [-3.238, -0.215, -5.435], [-3.172, 1.293, -5.600], [-2.989, 1.727, -7.077], [-4.118, 1.113, -8.007], [-4.154, -0.354, -7.748], [-5.149, -0.983, -8.511], [-5.469, 1.826, -7.718], [-3.665, 1.356, -9.482], [-5.710, -0.744, -5.762], [-2.816, -2.522, -6.361], [-4.084, -2.806, -7.443], [-4.383, -2.856, -5.673], [-3.543, -0.508, -4.430], [-2.204, -0.521, -5.599], [-2.415, 1.747, -4.961], [-4.007, 1.901, -5.251], [-1.979, 1.453, -7.381], [-3.069, 2.811, -7.007], [-6.348, 1.258, -8.026], [-5.481, 2.117, -6.668], [-5.582, 2.687, -8.376], [-2.647, 1.001, -9.642], [-4.417, 0.925, -10.143], [-3.565, 2.373, -9.861], [-5.772, -1.263, -4.805], [-6.509, -1.121, -6.400], [-5.962, 0.288, -5.515], [-4.688, -1.399, -9.243], [1.416, -1.384, 1.449], [2.961, -1.388, 1.846], [3.641, -0.235, 1.031], [3.492, 1.192, 1.629], [3.767, 1.220, 3.089], [3.006, 0.174, 3.933], [3.077, -1.207, 3.314], [2.381, -2.094, 3.984], [3.796, 0.159, 5.234], [1.539, 0.700, 4.103], [3.680, -2.708, 1.296], [1.245, -1.350, 0.373], [0.912, -0.481, 1.795], [0.866, -2.298, 1.673], [4.706, -0.441, 0.921], [3.197, -0.331, 0.041], [2.522, 1.597, 1.341], [4.107, 1.899, 1.074], [3.698, 2.268, 3.381], [4.804, 0.906, 3.207], [4.801, -0.236, 5.085], [3.765, 1.133, 5.724], [3.331, -0.508, 5.960], [0.943, -0.154, 4.422], [1.452, 1.416, 4.920], [1.126, 1.139, 3.195], [3.768, -2.727, 0.210], [3.087, -3.539, 1.677], [4.718, -2.789, 1.621], [3.009, -2.820, 3.972]]
}



No. 2
{
  "formula": "C48H109F2N8O13S2V",
  "method": "ωB97M-V/def2-TZVPD",
  "charge": 0,
  "e_above_lowest_kcal_mol": 0.00,
  "gap_ha": 0.2410,
  "species": ["O", "V", "O", "N", "S", "O", "O", "F", "S", "O", "O", "F", "C", "C", "C", "C", "C", "C", "N", "O", "C", "C", "C", "H", "H", "H", "H", "H", "H", "H", "H", "H", "H", "H", "H", "H", "H", "H", "H", "H", "H", "H", "C", "C", "C", "C", "C", "C", "N", "O", "C", "C", "C", "H", "H", "H", "H", "H", "H", "H", "H", "H", "H", "H", "H", "H", "H", "H", "H", "H", "H", "H", "C", "C", "C", "C", "C", "C", "N", "O", "C", "C", "C", "H", "H", "H", "H", "H", "H", "H", "H", "H", "H", "H", "H", "H", "H", "H", "H", "H", "H", "H", "C", "C", "C", "C", "C", "C", "N", "O", "C", "C", "C", "H", "H", "H", "H", "H", "H", "H", "H", "H", "H", "H", "H", "H", "H", "H", "H", "H", "H", "H", "C", "C", "C", "O", "C", "N", "H", "H", "H", "H", "H", "H", "H", "H", "H", "H", "H", "C", "C", "C", "O", "C", "N", "H", "H", "H", "H", "H", "H", "H", "H", "H", "H", "H", "C", "C", "C", "O", "C", "N", "H", "H", "H", "H", "H", "H", "H", "H", "H", "H", "H"],
  "coordinates": [[-2.451, 0.670, 3.853], [-2.890, 1.793, 2.801], [-2.263, 3.176, 3.293], [-1.563, 1.293, 1.252], [-0.800, 2.171, 0.158], [-1.222, 2.016, -1.193], [0.565, 2.478, 0.437], [-1.587, 3.522, 0.527], [-0.676, -0.140, 1.023], [0.302, -0.361, 2.028], [-0.459, -0.585, -0.312], [-1.828, -1.137, 1.486], [-4.328, -4.026, -1.452], [-3.227, -4.459, -0.466], [-3.367, -3.677, 0.874], [-4.345, -4.284, 1.873], [-3.902, -5.693, 2.196], [-3.858, -6.563, 0.935], [-3.188, -5.880, -0.175], [-3.268, -6.674, -1.333], [-3.150, -7.871, 1.259], [-5.328, -6.907, 0.604], [-1.864, -3.990, -1.015], [-4.380, -2.940, -1.478], [-5.249, -4.588, -1.305], [-3.988, -4.334, -2.445], [-2.379, -3.567, 1.324], [-3.714, -2.668, 0.636], [-5.311, -4.306, 1.356], [-4.491, -3.638, 2.741], [-4.560, -6.208, 2.896], [-2.913, -5.695, 2.670], [-2.076, -7.813, 1.434], [-3.639, -8.332, 2.123], [-3.339, -8.628, 0.491], [-5.916, -6.089, 0.193], [-5.359, -7.678, -0.175], [-5.824, -7.411, 1.435], [-1.061, -4.250, -0.330], [-1.916, -2.897, -1.037], [-1.627, -4.378, -2.006], [-2.384, -7.025, -1.488], [0.470, -4.049, 2.262], [1.722, -4.669, 1.647], [2.923, -3.790, 1.952], [3.510, -3.976, 3.337], [3.699, -5.448, 3.697], [2.474, -6.355, 3.416], [1.916, -6.062, 2.109], [0.815, -6.890, 1.822], [3.023, -7.778, 3.485], [1.469, -6.132, 4.571], [1.596, -4.731, 0.123], [0.475, -3.877, 3.338], [-0.366, -4.742, 2.125], [0.286, -3.100, 1.768], [3.739, -3.948, 1.234], [2.728, -2.723, 1.799], [2.820, -3.545, 4.076], [4.424, -3.397, 3.476], [3.877, -5.493, 4.778], [4.682, -5.758, 3.329], [2.259, -8.524, 3.243], [3.841, -7.950, 2.783], [3.344, -8.029, 4.496], [0.456, -6.394, 4.258], [1.678, -6.714, 5.468], [1.460, -5.075, 4.838], [2.555, -4.895, -0.371], [1.241, -3.795, -0.316], [0.894, -5.500, -0.205], [1.103, -7.393, 1.054], [2.288, -3.153, -3.163], [2.626, -1.672, -2.991], [3.957, -1.462, -3.709], [4.276, 0.016, -4.029], [3.099, 0.714, -4.714], [1.756, 0.546, -3.974], [1.600, -0.890, -3.696], [0.306, -1.182, -3.213], [1.786, 1.484, -2.741], [0.669, 0.962, -4.961], [2.770, -1.381, -1.480], [1.885, -3.386, -4.153], [1.496, -3.553, -2.527], [3.189, -3.756, -3.032], [4.794, -1.765, -3.074], [4.021, -1.961, -4.676], [5.043, -0.070, -4.802], [4.659, 0.547, -3.158], [2.990, 0.375, -5.745], [3.336, 1.782, -4.700], [1.080, 1.180, -1.971], [2.757, 1.498, -2.248], [1.431, 2.447, -3.109], [1.013, 1.827, -5.531], [0.515, 0.134, -5.656], [-0.302, 1.190, -4.520], [3.316, -0.443, -1.330], [3.313, -2.137, -0.914], [1.808, -1.183, -1.005], [0.283, -0.835, -2.307], [0.124, 9.174, -3.560], [-1.180, 8.420, -3.281], [-2.004, 8.468, -4.568], [-3.207, 7.533, -4.527], [-2.819, 6.113, -4.135], [-1.883, 5.952, -2.916], [-0.866, 7.016, -2.990], [0.029, 6.934, -1.892], [-2.682, 5.987, -1.607], [-1.184, 4.606, -3.032], [-1.906, 9.114, -2.125], [0.785, 9.084, -2.696], [-0.055, 10.243, -3.663], [0.600, 8.731, -4.434], [-2.424, 9.461, -4.748], [-1.402, 8.214, -5.443], [-3.788, 7.509, -5.450], [-3.923, 7.901, -3.782], [-2.416, 5.546, -4.980], [-3.713, 5.538, -3.867], [-3.320, 6.861, -1.495], [-3.326, 5.108, -1.533], [-1.944, 5.972, -0.803], [-0.601, 4.409, -3.932], [-0.610, 4.445, -2.118], [-1.927, 3.803, -3.061], [-1.466, 8.936, -1.143], [-2.949, 8.803, -2.065], [-1.891, 10.200, -2.249], [0.791, 6.470, -2.253], [-5.614, -0.072, -0.145], [-4.704, 0.819, 0.689], [-5.250, 2.232, 0.778], [-4.350, 3.019, 1.569], [-4.743, 4.379, 1.648], [-4.489, 0.302, 2.063], [-5.184, -1.016, -0.479], [-5.972, 0.435, -1.043], [-6.495, -0.341, 0.448], [-3.709, 0.776, 0.244], [-6.255, 2.292, 1.210], [-5.324, 2.587, -0.253], [-4.799, 4.863, 0.672], [-4.085, 4.922, 2.319], [-5.753, 4.441, 2.071], [-4.377, -0.705, 2.160], [-5.382, 0.420, 2.552], [1.643, 5.502, 1.080], [2.755, 4.573, 1.510], [3.553, 3.980, 0.345], [4.741, 3.325, 0.807], [5.607, 2.995, -0.245], [3.654, 5.227, 2.492], [2.006, 6.302, 0.434], [1.161, 5.927, 1.959], [0.895, 4.867, 0.598], [2.358, 3.713, 2.063], [3.888, 4.831, -0.271], [3.032, 3.261, -0.294], [6.515, 2.566, 0.176], [5.922, 3.887, -0.801], [5.156, 2.302, -0.966], [3.905, 6.140, 2.099], [4.568, 4.785, 2.390], [3.514, 0.347, 1.547], [3.615, 0.867, 3.008], [3.611, -0.303, 3.960], [3.578, 0.238, 5.287], [3.533, -0.795, 6.225], [4.880, 1.640, 3.119], [3.368, 1.088, 0.762], [2.708, -0.391, 1.596], [4.442, -0.134, 1.215], [2.800, 1.582, 3.124], [4.515, -0.919, 3.910], [2.680, -0.870, 3.836], [2.601, -1.372, 6.128], [3.530, -0.408, 7.245], [4.366, -1.509, 6.177], [4.918, 2.329, 2.356], [5.573, 0.952, 2.819]]
}